Molecular formula: C5H7OP
Method: DFT, ωB97M-V/def2-TZVPD

Structure (ORCA input):
```
! wB97M-V def2-TZVPD RIJCOSX def2/J DEFGRID3
* xyz 0 1
H 1.14908 -0.44207 -2.02287
C -1.71639 0.53078 1.22169
O 0.77434 1.47085 -0.30224
H -0.89433 3.28110 -0.80105
P 0.08133 2.65326 0.24548
H 2.15101 -0.78973 0.39658
C 0.77457 -1.24844 -1.24102
C -0.96432 -0.28991 0.57764
H 0.31768 -2.22311 -1.77305
C 0.02734 -0.77574 -0.10324
H 1.17245 -2.52908 0.64887
C 1.34142 -1.47585 0.11151
H -1.56062 1.64865 1.28064
H -2.65355 0.18930 1.76106
*
```

- max |F| (eV Å⁻¹) = 4.6
- calculated total energy (eV) = -16629.3987
- frontier orbital gap (eV) = 8.473
- energy relative to the best compared isomer or geometry (same formula, charge and spin) (kcal per mole) = 105.0
- SMILES = C=C=C1CC1.O=P
- LUMO level (eV) = -0.56